1.
A cluster of 6 separate species, C36H62N3O6 in total, computed with ωB97M-V with the def2-TZVPD basis set.

```
! wB97M-V def2-TZVPD RIJCOSX def2/J DEFGRID3
* xyz 1 1
C -3.267 1.117 -1.323
C -2.103 1.994 -1.714
N -0.776 1.445 -1.287
C -0.309 0.405 -2.071
N 0.493 0.678 -3.096
N 1.007 -0.191 -3.970
C 0.642 -1.431 -3.784
C -0.181 -1.887 -2.739
C -0.584 -3.325 -2.635
C 0.514 -4.326 -2.348
C 0.352 -5.151 -1.248
C 1.270 -6.133 -0.947
C 2.393 -6.296 -1.743
C 2.589 -5.487 -2.854
C 3.795 -5.689 -3.727
C 1.638 -4.510 -3.150
C -0.646 -0.955 -1.844
O -1.438 -1.292 -0.820
C -0.791 -1.789 0.410
C 0.389 -0.975 0.869
H -3.160 0.769 -0.303
H -3.342 0.257 -1.984
H -4.188 1.681 -1.398
H -2.099 2.137 -2.796
H -2.195 2.980 -1.274
H -0.102 2.203 -1.282
H 0.727 1.652 -3.274
H 1.002 -2.127 -4.518
H -1.294 -3.396 -1.819
H -1.142 -3.593 -3.532
H -0.526 -5.052 -0.627
H 1.096 -6.778 -0.100
H 3.110 -7.071 -1.519
H 4.709 -5.540 -3.162
H 3.775 -5.028 -4.587
H 3.803 -6.709 -4.101
H 1.791 -3.926 -4.043
H -0.510 -2.825 0.238
H -1.586 -1.773 1.143
H 0.606 -1.216 1.903
H 0.160 0.080 0.799
H 1.276 -1.178 0.273
C 2.590 -4.281 3.394
C 1.448 -5.108 3.985
C 0.224 -4.421 3.393
O 0.633 -3.911 2.116
C 2.060 -3.982 2.000
H 3.546 -4.799 3.378
H 2.721 -3.354 3.954
H 1.509 -6.139 3.631
H 1.435 -5.122 5.073
H -0.104 -3.584 4.018
H -0.619 -5.096 3.249
H 2.309 -4.777 1.291
H 2.437 -3.038 1.600
C -6.324 4.035 2.399
C -6.356 2.545 2.733
C -5.905 1.926 1.416
O -5.011 2.867 0.816
C -5.094 4.123 1.508
H -6.250 4.680 3.273
H -7.221 4.315 1.841
H -5.637 2.322 3.523
H -7.334 2.187 3.050
H -6.754 1.762 0.744
H -5.383 0.977 1.549
H -4.188 4.265 2.102
H -5.156 4.927 0.773
C -1.207 2.562 -6.942
C -1.060 4.059 -6.677
C -1.023 4.105 -5.156
O -0.394 2.879 -4.732
C -0.341 1.969 -5.844
H -0.890 2.255 -7.936
H -2.248 2.261 -6.807
H -0.119 4.427 -7.088
H -1.870 4.656 -7.091
H -2.028 4.153 -4.726
H -0.441 4.942 -4.773
H 0.702 1.888 -6.165
H -0.681 0.984 -5.525
C -0.334 5.577 4.099
C -0.855 6.995 4.328
C -2.189 6.953 3.593
O -2.661 5.608 3.700
C -1.618 4.762 4.186
H 0.414 5.262 4.825
H 0.102 5.494 3.100
H -1.015 7.169 5.394
H -0.193 7.773 3.952
H -2.067 7.203 2.533
H -2.934 7.623 4.021
H -1.840 4.484 5.222
H -1.591 3.853 3.583
C 6.018 -0.737 1.788
C 6.605 -0.351 3.144
C 5.734 -1.160 4.096
O 5.363 -2.346 3.388
C 5.692 -2.209 2.005
H 6.698 -0.576 0.953
H 5.103 -0.169 1.598
H 7.644 -0.678 3.210
H 6.571 0.717 3.350
H 4.826 -0.611 4.368
H 6.252 -1.445 5.012
H 6.556 -2.843 1.781
H 4.848 -2.555 1.405
*
```

Results
Calculated total energy, eV: -55084.7228
E_LUMO, Eh: -0.1286
HOMO, hartree: -0.40571

Here are the Löwdin charges for atoms 1 to 6, given in e: atom 1 (C): -0.0743, atom 2 (C): -0.1971, atom 3 (N): 0.0682, atom 4 (C): -0.1662, atom 5 (N): 0.1236, atom 6 (N): 0.1285



2.
A structure of composition C36H62N5P2SV, computed with ωB97M-V with the def2-TZVPD basis set.

```
! wB97M-V def2-TZVPD RIJCOSX def2/J DEFGRID3
* xyz 2 3
V -0.595 0.079 -0.783
C -1.898 0.992 0.868
C -0.792 1.917 0.830
C -0.870 2.562 -0.449
C -1.938 1.929 -1.153
C -2.682 1.105 -0.294
C -4.178 0.838 -0.392
C -4.784 1.970 0.470
C -4.742 0.987 -1.806
C -4.608 -0.498 0.201
C -0.450 3.938 -1.022
C 0.471 4.826 -0.189
C 0.136 3.824 -2.436
C -1.773 4.735 -1.133
C -0.183 2.262 2.210
C 1.172 2.968 2.281
C -1.223 3.168 2.901
C -0.018 0.973 3.041
H -2.202 0.482 1.762
H -2.260 2.208 -2.144
H -4.509 2.952 0.083
H -4.451 1.902 1.505
H -5.872 1.894 0.458
H -4.407 1.907 -2.287
H -5.829 1.041 -1.749
H -4.492 0.141 -2.444
H -4.264 -0.621 1.229
H -4.250 -1.335 -0.396
H -5.697 -0.555 0.219
H 1.480 4.439 -0.077
H 0.049 5.027 0.791
H 0.552 5.786 -0.699
H 1.070 3.256 -2.454
H 0.386 4.817 -2.809
H -0.585 3.407 -3.146
H -2.253 4.824 -0.158
H -2.482 4.280 -1.821
H -1.558 5.741 -1.493
H 1.367 3.192 3.330
H 1.986 2.337 1.939
H 1.223 3.907 1.748
H -1.329 4.124 2.385
H -0.906 3.375 3.923
H -2.205 2.697 2.941
H 0.566 1.195 3.934
H -0.960 0.550 3.384
H 0.518 0.202 2.478
N -0.017 0.557 -2.844
N -1.024 0.503 -3.820
C -2.014 -0.385 -3.657
N -2.881 -0.546 -4.652
S -2.146 -1.253 -2.221
H 0.226 1.534 -2.688
H 0.802 0.066 -3.192
H -0.849 0.936 -4.717
H -2.789 -0.078 -5.540
H -3.654 -1.180 -4.533
C 2.671 -0.893 -2.412
P 2.112 -0.365 -0.740
C 2.486 -1.922 0.148
N 3.760 -2.224 0.259
C 4.087 -3.383 0.866
C 5.449 -3.732 1.039
C 5.761 -4.909 1.648
C 4.742 -5.791 2.100
C 3.426 -5.486 1.935
C 3.071 -4.264 1.314
N 1.772 -3.960 1.123
C 1.473 -2.800 0.587
P -0.278 -2.505 0.117
C -0.300 -3.726 -1.243
C -1.415 -3.268 1.400
C -2.723 -3.574 0.659
C -1.677 -2.258 2.510
C -0.932 -4.572 2.043
C 3.443 0.817 -0.179
C 3.640 0.646 1.332
C 2.944 2.212 -0.540
C 4.796 0.601 -0.870
H 3.626 -1.408 -2.313
H 2.834 -0.040 -3.077
H 1.961 -1.594 -2.860
H 6.208 -3.049 0.682
H 6.795 -5.188 1.794
H 5.029 -6.718 2.577
H 2.636 -6.146 2.263
H -0.012 -4.697 -0.837
H 0.431 -3.434 -1.998
H -1.275 -3.797 -1.717
H -3.087 -2.729 0.074
H -3.491 -3.818 1.395
H -2.622 -4.433 0.000
H -2.203 -1.384 2.132
H -0.756 -1.939 3.000
H -2.309 -2.723 3.269
H -0.657 -5.331 1.314
H -1.766 -4.959 2.633
H -0.088 -4.419 2.708
H 4.294 -0.198 1.535
H 2.708 0.478 1.873
H 4.109 1.543 1.739
H 1.934 2.395 -0.176
H 2.962 2.362 -1.623
H 3.606 2.963 -0.104
H 5.187 -0.398 -0.700
H 5.502 1.320 -0.450
H 4.752 0.795 -1.941
*
```

Results
Calculated total energy, eV: -100877.9542
E_LUMO (alpha / beta), Eh: -0.1995 / -0.2043
HOMO (alpha / beta), hartree: -0.50418 / -0.50363
Energy relative to the best compared isomer or geometry (same formula, charge and spin), eV: 0.217

Here are the Löwdin charges for atoms 1 to 6, given in e: atom 1 (V): 0.5056, atom 2 (C): -0.1087, atom 3 (C): -0.1276, atom 4 (C): -0.1258, atom 5 (C): -0.1401, atom 6 (C): -0.2645



- The lowest calculated total energy belongs to which entry?
  C36H62N5P2SV